# 1
This record from the Open Molecules 2025 dataset describes 2 unconnected molecules or ions with the total composition C12H23Cl3N3O4PS. The level of theory is ωB97M-V/def2-TZVPD.

The calculation puts the lowest unoccupied orbital energy at -0.2 eV. For the HOMO energy, the calculation gives -0.322 hartree. The value obtained for the total energy is -83166.601 eV. Its strongest force on any atom is 2.92 eV/Å. Its HOMO-LUMO gap is 8.544 eV. The SMILES is CCCNN([C@H](N=C=S)[C@](CC(=O)Cl)(OC)[C@@H](Cl)CC)P(O)Cl.O.

Last column: natural (NBO) charge in e.
Geometry (Å):
Cl: -2.966 3.306 1.449  -0.06
Cl: -2.535 -2.452 -1.188  -0.07
Cl: 2.011 -2.360 -3.200  -0.32
S: 1.639 -2.191 2.936  -0.01
P: 0.871 -2.576 -1.424  1.28
O: 4.697 -0.619 2.835  -0.94
O: -3.167 2.802 -1.043  -0.49
O: 1.960 -3.199 -0.314  -1.01
O: -2.566 -0.238 1.164  -0.55
N: 1.454 0.026 -1.261  -0.46
N: -0.400 -2.010 1.063  -0.48
N: 0.451 -0.931 -1.032  -0.63
C: -2.062 0.290 2.400  -0.28
C: -4.014 -0.164 -1.235  -0.44
C: -4.388 0.409 -2.672  -0.62
C: -1.382 1.474 -0.284  -0.58
C: 4.209 1.567 0.746  -0.61
C: -2.506 -0.608 -1.196  -0.19
C: 2.689 -0.169 -0.480  -0.25
C: -1.712 -0.037 0.057  0.36
C: -0.283 -0.753 0.233  0.06
C: 0.344 -1.978 2.007  0.29
C: -2.537 2.495 -0.093  0.57
C: 3.583 1.136 -0.634  -0.41
H: -4.661 -1.069 -1.120  0.24
H: -2.812 0.952 2.899  0.21
H: -5.266 1.086 -2.494  0.22
H: 4.501 2.640 0.663  0.21
H: -0.517 1.830 0.341  0.23
H: 2.518 -0.325 0.614  0.17
H: 1.131 0.987 -1.184  0.36
H: -4.766 -0.393 -3.350  0.21
H: -3.574 1.020 -3.117  0.21
H: -1.030 1.556 -1.343  0.26
H: 4.438 0.896 -1.317  0.21
H: 3.006 1.962 -1.126  0.19
H: -1.068 0.784 2.335  0.18
H: 5.130 0.969 0.940  0.23
H: -4.318 0.532 -0.426  0.22
H: 3.275 -0.992 -0.958  0.22
H: 1.790 -4.137 -0.132  0.51
H: -1.935 -0.582 3.099  0.19
H: 0.300 -0.041 0.881  0.20
H: -1.974 -0.343 -2.138  0.23
H: 3.524 1.391 1.607  0.20
H: 3.762 -0.814 2.977  0.47
H: 5.150 -1.128 3.515  0.47



# 2
This record from the Open Molecules 2025 dataset describes a molecular structure, C21H37CoN5O8PS. The level of theory is ωB97M-V/def2-TZVPD.

The calculation puts the lowest unoccupied orbital energy (alpha / beta) at -0.5 / -0.5 eV. For the HOMO energy (alpha / beta), the calculation gives -0.306 / -0.306 hartree. The value obtained for the total energy is -103957.292 eV. Its strongest force on any atom is 0.55 eV/Å. Its HOMO-LUMO gap (alpha / beta) is 7.808 / 7.810 eV.

Last column: Mulliken charge in e.
Geometry (Å):
Co: 0.014 -0.024 0.169  0.20
S: 5.520 -0.756 6.181  1.25
P: 2.246 1.610 -1.641  1.13
O: 5.245 -1.943 6.948  -0.66
O: 1.245 -1.278 -0.660  -0.66
O: -2.904 -2.673 -0.025  -0.73
O: 2.003 -3.348 -0.334  -0.72
O: 6.049 0.420 6.818  -0.69
O: -0.892 -0.420 5.788  -0.62
O: 0.937 1.442 -0.917  -0.62
O: 1.070 -0.788 6.613  -0.67
N: -0.960 -1.573 0.522  0.30
N: 1.034 -0.552 2.155  0.03
N: -1.376 0.266 -1.131  -0.35
N: 2.109 -1.081 4.022  0.36
N: 0.298 -0.624 5.680  1.10
C: -3.107 2.552 3.596  -1.55
C: 2.188 -0.966 2.674  0.67
C: 3.203 -1.493 4.899  -1.40
C: 3.410 -1.366 1.925  -0.92
C: -2.619 -0.357 -0.623  -0.48
C: -2.996 4.084 1.614  -1.67
C: -1.130 4.058 3.287  -1.64
C: 3.680 1.114 -0.700  -1.06
C: 7.928 -1.726 5.414  -1.37
C: -0.925 1.286 1.156  0.01
C: 0.814 -0.729 4.353  -0.34
C: 0.164 -0.430 3.201  -1.15
C: -2.177 3.201 2.563  2.00
C: 2.478 3.343 -2.055  -1.24
C: 2.308 0.679 -3.171  -1.20
C: 1.140 -2.497 -0.202  0.65
C: -2.200 -1.675 0.012  0.64
C: 4.011 -0.286 5.355  -0.43
C: 6.618 -1.198 4.847  -0.26
C: -0.141 -2.761 0.591  -0.98
C: -1.492 2.148 1.791  -0.01
H: -1.621 4.840 3.871  0.43
H: 8.427 -0.961 6.007  0.36
H: 2.499 3.926 -1.135  0.35
H: 1.497 1.002 -3.824  0.34
H: -3.833 1.900 3.108  0.36
H: -2.350 4.558 0.874  0.35
H: -1.466 1.268 -1.258  0.38
H: 3.406 3.495 -2.606  0.40
H: -1.079 -0.153 -2.008  0.28
H: -0.672 -3.617 0.172  0.58
H: 4.285 0.366 4.523  0.39
H: 4.597 1.398 -1.218  0.53
H: 2.794 -2.010 5.759  0.34
H: 3.648 1.585 0.282  0.33
H: 3.840 -2.275 2.343  0.40
H: -3.511 4.865 2.178  0.42
H: 4.171 -0.586 1.965  0.25
H: -0.535 3.444 3.964  0.30
H: 2.176 -0.374 -2.918  0.27
H: 3.261 0.827 -3.682  0.43
H: -2.539 1.952 4.310  0.29
H: 3.632 0.034 -0.598  0.17
H: 0.140 -3.024 1.615  0.12
H: -0.858 -0.132 3.073  0.93
H: -0.457 4.531 2.570  0.36
H: -3.745 3.492 1.086  0.31
H: 6.108 -1.951 4.243  0.26
H: 3.156 -1.580 0.891  -0.08
H: -3.651 3.321 4.150  0.43
H: 6.763 -0.294 4.255  0.38
H: -3.035 0.308 0.132  0.03
H: 7.751 -2.595 6.046  0.36
H: 3.458 0.301 6.089  0.36
H: 1.639 3.682 -2.662  0.34
H: 3.815 -2.202 4.348  0.51
H: -3.347 -0.527 -1.414  0.43
H: 8.588 -2.018 4.598  0.39



# 3
This record from the Open Molecules 2025 dataset describes 2 unconnected molecules or ions with the total composition C12H17N. The level of theory is ωB97M-V/def2-TZVPD.

The calculation puts the lowest unoccupied orbital energy at 0.9 eV. For the HOMO energy, the calculation gives -0.288 hartree. The value obtained for the total energy is -14209.664 eV. Its strongest force on any atom is 2.16 eV/Å. Its HOMO-LUMO gap is 8.708 eV. The SMILES is Cc1c[nH]c2ccccc12.CCC.

Last column: natural (NBO) charge in e.
Geometry (Å):
N: 1.376 -1.315 -0.818  -0.52
C: 0.606 -1.783 1.550  -0.25
C: 1.733 0.240 0.745  -0.10
C: 2.229 0.722 -0.508  -0.08
C: -3.780 -0.639 -1.668  -0.61
C: -2.429 -0.528 -1.010  -0.40
C: -2.064 0.893 -0.571  -0.60
C: 1.285 -0.049 3.086  -0.23
C: 1.986 -0.237 -1.430  -0.03
C: 1.256 -1.091 0.523  0.15
C: 2.615 2.144 -0.823  -0.63
C: 0.597 -1.235 2.815  -0.22
C: 1.911 0.641 2.069  -0.19
H: 2.012 2.519 -1.633  0.22
H: 2.509 2.843 -0.001  0.22
H: 0.942 -2.113 -1.246  0.41
H: -3.852 -0.160 -2.647  0.21
H: -0.992 0.978 -0.373  0.22
H: 1.232 0.306 4.105  0.21
H: -2.247 -1.214 -0.184  0.20
H: -4.526 -0.124 -1.049  0.20
H: 0.012 -2.642 1.252  0.21
H: 2.083 -0.331 -2.496  0.21
H: -1.596 -0.818 -1.659  0.19
H: 0.041 -1.813 3.547  0.21
H: 2.467 1.527 2.355  0.21
H: -4.118 -1.677 -1.740  0.21
H: 3.610 2.183 -1.257  0.22
H: -2.305 1.658 -1.295  0.20
H: -2.592 1.116 0.363  0.20



# 4
This record from the Open Molecules 2025 dataset describes a molecular structure, C22H29B2BrF5KN6O4Si. The level of theory is ωB97M-V/def2-TZVPD.

The calculation puts the lowest unoccupied orbital energy (alpha / beta) at -2.0 / -2.3 eV. For the HOMO energy (alpha / beta), the calculation gives -0.310 / -0.310 hartree. The value obtained for the total energy is -149605.950 eV. Its strongest force on any atom is 0.60 eV/Å. Its HOMO-LUMO gap (alpha / beta) is 6.463 / 6.170 eV.

Last column: Mulliken charge in e.
Geometry (Å):
Br: 1.400 -6.164 -3.042  -0.16
K: 0.018 0.496 0.045  0.84
Si: 3.517 -0.584 2.477  -0.14
F: -4.842 -1.761 0.298  -0.31
F: -0.168 1.872 2.145  -0.01
F: -3.179 -3.100 1.138  -0.32
F: 0.662 2.650 -1.037  -0.34
F: 0.291 4.130 -2.771  -0.37
O: -2.912 -2.173 -0.981  -0.39
O: -2.793 -0.810 1.132  -0.56
O: -1.552 3.267 -1.609  -0.46
O: -0.196 1.903 -3.117  -0.52
N: 0.876 -1.931 -1.177  0.70
N: -0.815 0.826 -2.550  0.60
N: 2.127 0.508 2.367  0.18
N: -2.206 -1.118 -1.500  0.47
N: -2.662 0.352 0.600  0.64
N: -1.922 2.382 -0.710  0.45
C: 1.193 -4.450 -2.280  -0.08
C: -0.700 -0.204 -4.775  -1.80
C: 3.025 2.279 3.823  0.02
C: -4.990 1.079 0.888  -2.06
C: -2.122 -2.492 -3.539  -1.76
C: -1.077 -0.149 -3.327  0.28
C: 0.809 2.408 2.893  0.23
C: 2.024 1.656 3.008  0.55
C: 1.629 -2.120 -2.258  -0.61
C: 2.819 3.497 4.418  -1.08
C: 1.608 4.177 4.254  -0.36
C: 0.591 3.624 3.480  -0.88
C: -3.205 2.307 -0.507  0.45
C: -1.844 -1.275 -2.714  0.41
C: -3.610 1.202 0.333  0.51
C: 1.823 -3.357 -2.852  -0.60
C: 3.777 -1.102 4.264  -1.00
C: 5.018 0.257 1.725  -1.01
C: -4.184 3.218 -1.175  -1.48
C: 0.403 -4.278 -1.158  -0.83
C: 0.282 -2.995 -0.645  -0.30
C: 3.093 -2.100 1.475  -0.78
B: -0.138 3.000 -2.136  0.55
B: -3.492 -2.038 0.337  0.67
H: -2.835 -3.142 -3.043  0.40
H: 3.972 1.775 3.950  0.25
H: 2.936 -1.862 0.424  -0.01
H: 5.441 1.046 2.347  0.35
H: 1.460 5.139 4.724  0.39
H: 2.188 -2.583 1.847  0.23
H: -5.210 2.891 -1.024  0.41
H: -0.050 0.631 -5.020  0.43
H: 2.850 -1.511 4.670  0.31
H: -0.193 -1.142 -5.004  0.32
H: -3.967 3.249 -2.243  0.35
H: 5.808 -0.477 1.546  0.36
H: -0.354 -2.826 0.217  0.49
H: 4.533 -1.887 4.323  0.35
H: -1.587 -0.150 -5.411  0.32
H: 4.096 -0.291 4.919  0.33
H: -2.499 -2.218 -4.523  0.41
H: 3.601 3.943 5.018  0.41
H: -0.115 -5.105 -0.696  0.53
H: -0.353 4.127 3.327  0.46
H: 3.907 -2.827 1.536  0.45
H: -1.192 -3.047 -3.693  0.21
H: -5.032 0.319 1.661  0.41
H: -4.081 4.239 -0.805  0.29
H: -5.323 2.043 1.272  0.53
H: 2.444 -3.459 -3.730  0.48
H: -5.671 0.775 0.091  0.38
H: 4.759 0.698 0.761  0.32
H: 2.096 -1.236 -2.679  0.45



# 5
This record from the Open Molecules 2025 dataset describes a molecular structure, C17H17BrCeO3S. The level of theory is ωB97M-V/def2-TZVPD.

The calculation puts the lowest unoccupied orbital energy (alpha / beta) at -2.7 / -2.7 eV. For the HOMO energy (alpha / beta), the calculation gives -0.316 / -0.316 hartree. The value obtained for the total energy is -117852.375 eV. Its strongest force on any atom is 1.92 eV/Å. Its HOMO-LUMO gap (alpha / beta) is 5.894 / 5.906 eV.

Last column: natural (NBO) charge in e.
Geometry (Å):
Ce: -1.979 -0.558 -1.010  1.52
Br: -4.087 -1.007 0.855  -0.31
S: 0.187 -1.498 1.372  2.37
O: -0.828 -0.501 1.763  -0.93
O: 0.116 -2.839 1.944  -0.91
O: 0.142 -1.494 -0.151  -1.01
C: 1.807 -0.978 2.027  -0.32
C: 4.163 -0.515 1.722  -0.22
C: 1.917 -0.560 3.352  -0.13
C: -4.645 0.223 -2.683  -0.28
C: -3.169 -1.042 -3.911  -0.28
C: -3.596 -1.830 -2.802  -0.46
C: -1.865 2.203 -1.567  -0.37
C: 3.153 -0.104 3.857  -0.21
C: -1.044 1.455 -2.465  -0.41
C: 5.650 0.253 3.647  -0.63
C: 0.227 1.286 -1.846  -0.28
C: -1.068 2.587 -0.436  -0.22
C: 0.208 2.019 -0.619  -0.24
C: -3.820 0.226 -3.827  -0.24
C: 2.939 -0.984 1.188  -0.19
C: -4.575 -1.064 -2.100  -0.26
C: 4.295 -0.133 3.072  -0.01
H: -2.933 2.422 -1.714  0.25
H: 3.260 0.363 4.827  0.21
H: 2.810 -1.221 0.125  0.23
H: 1.038 2.119 0.091  0.24
H: 1.019 -0.470 3.926  0.23
H: 6.393 0.147 2.844  0.22
H: -5.409 0.973 -2.440  0.24
H: 5.028 -0.343 1.085  0.21
H: -3.470 -2.913 -2.675  0.26
H: -2.655 -1.424 -4.817  0.24
H: -1.421 0.919 -3.338  0.26
H: -3.858 0.975 -4.644  0.24
H: 1.101 0.706 -2.195  0.24
H: -1.340 3.249 0.425  0.25
H: -5.317 -1.487 -1.426  0.27
H: 5.739 1.269 4.064  0.22
H: 5.889 -0.431 4.476  0.23



# 6
This record from the Open Molecules 2025 dataset describes a molecular structure, C5H10O2. The level of theory is ωB97M-V/def2-TZVPD.

The calculation puts the lowest unoccupied orbital energy at 0.3 eV. For the HOMO energy, the calculation gives -0.333 hartree. The value obtained for the total energy is -9438.877 eV. Its strongest force on any atom is 1.56 eV/Å. Its HOMO-LUMO gap is 9.312 eV.

Last column: natural (NBO) charge in e.
Geometry (Å):
O: -0.626 0.336 0.504  -0.55
O: 0.432 0.329 -1.691  -0.56
C: -0.241 2.502 1.258  -0.62
C: -0.061 -2.701 -0.987  -0.69
C: 0.405 1.159 1.007  -0.09
C: -0.465 -0.152 -0.803  0.29
C: 0.400 -1.293 -0.770  0.15
H: 1.220 1.245 0.278  0.19
H: 1.361 -1.129 -0.304  0.21
H: 0.441 -3.385 -0.283  0.24
H: -1.101 2.376 1.925  0.21
H: 0.806 0.719 1.932  0.17
H: -1.464 -0.291 -1.241  0.15
H: -1.145 -2.797 -0.835  0.23
H: 0.185 -3.022 -1.993  0.25
H: -0.607 2.893 0.304  0.21
H: 0.461 3.213 1.698  0.20



What is the formula in the fifth record?
C17H17BrCeO3S